{
  "formula": "C51H36F9N2P3PdS2",
  "method": "ωB97M-V with the def2-TZVPD basis set",
  "energy_ev": -133930.9568,
  "homo_lumo_gap_ev": 4.519,
  "charge": -2,
  "mol_weight_g_mol": 1111.3,
  "species": ["Pd", "S", "C", "S", "C", "C", "N", "C", "N", "C", "C", "P", "C", "C", "C", "C", "C", "C", "C", "C", "C", "C", "C", "C", "P", "C", "C", "C", "C", "C", "C", "C", "C", "C", "C", "C", "C", "H", "H", "H", "H", "H", "H", "H", "H", "H", "H", "H", "H", "H", "H", "H", "H", "H", "H", "H", "H", "H", "H", "H", "H", "F", "C", "F", "F", "C", "C", "C", "C", "C", "C", "P", "C", "C", "C", "C", "C", "C", "C", "F", "F", "F", "C", "C", "C", "C", "C", "C", "C", "F", "F", "F", "H", "H", "H", "H", "H", "H", "H", "H", "H", "H", "H", "H"],
  "coordinates": [[-0.991794, -0.121407, -0.002697], [-3.204344, 0.453382, -1.446646], [-3.985167, -0.759067, -0.511206], [-3.081777, -1.515293, 0.756409], [-5.309271, -1.148755, -0.780008], [-6.061955, -0.595459, -1.857632], [-6.715515, -0.190650, -2.722147], [-5.995991, -2.124820, -0.000929], [-6.604316, -2.907212, 0.595943], [1.192342, -4.221981, 0.341210], [2.037465, -3.003150, -0.083085], [1.204505, -1.335263, 0.290509], [2.644683, -0.307448, -0.234747], [3.319335, 0.618804, 0.560021], [4.335995, 1.408929, 0.028918], [4.702484, 1.280301, -1.302687], [4.030371, 0.368705, -2.111571], [3.003041, -0.399127, -1.586833], [1.404714, -1.384270, 2.134633], [2.627478, -1.669024, 2.745180], [2.743386, -1.734902, 4.128580], [1.626478, -1.532805, 4.927988], [0.399546, -1.263465, 4.334708], [0.291195, -1.188809, 2.951572], [-0.608681, -3.743310, 0.208482], [-0.657421, -3.512450, -1.628356], [-0.943790, -2.275597, -2.217590], [-0.916788, -2.137858, -3.601187], [-0.583321, -3.208044, -4.418840], [-0.272002, -4.432696, -3.845790], [-0.309473, -4.576284, -2.465895], [-1.401768, -5.392676, 0.424554], [-1.078406, -6.096324, 1.589682], [-1.643952, -7.332808, 1.863600], [-2.571450, -7.882398, 0.987320], [-2.941542, -7.170902, -0.144456], [-2.367324, -5.936022, -0.421591], [1.373834, -4.452048, 1.393849], [1.444313, -5.107332, -0.248221], [2.151740, -3.028223, -1.168483], [3.037784, -3.020568, 0.355939], [3.042925, 0.735886, 1.600734], [4.835692, 2.133904, 0.662483], [5.491399, 1.898932, -1.715197], [4.291112, 0.275628, -3.159852], [2.448607, -1.070002, -2.235765], [3.510805, -1.826086, 2.135694], [3.706555, -1.943714, 4.581190], [1.712293, -1.595562, 6.007037], [-0.481612, -1.116387, 4.948813], [-0.664732, -0.984951, 2.482884], [-1.149664, -1.351292, -1.639983], [-1.155432, -1.173420, -4.034927], [-0.560602, -3.088484, -5.496444], [-0.001282, -5.276997, -4.470412], [-0.075802, -5.542215, -2.031856], [-0.382628, -5.656343, 2.297078], [-1.373407, -7.861622, 2.770402], [-3.017233, -8.847745, 1.197116], [-3.690773, -7.573754, -0.815697], [-2.691206, -5.379452, -1.291438], [5.108598, 4.716490, 3.270742], [3.987031, 4.284736, 3.885539], [3.546538, 5.327376, 4.629812], [4.362930, 3.334351, 4.762843], [2.959607, 3.794715, 2.921817], [2.026833, 2.845392, 3.322623], [1.088818, 2.382708, 2.418585], [1.044125, 2.859350, 1.106154], [1.955686, 3.849288, 0.738969], [2.911033, 4.307128, 1.634653], [-0.184514, 2.026046, 0.015096], [0.235424, 2.599604, -1.658650], [1.545708, 2.525729, -2.138894], [1.822277, 2.743817, -3.476511], [0.786455, 3.023541, -4.359051], [-0.524513, 3.067860, -3.905234], [-0.798519, 2.848521, -2.564759], [1.108382, 3.300011, -5.789767], [1.554117, 4.569357, -5.977247], [2.086301, 2.497524, -6.262488], [0.050805, 3.150515, -6.604853], [-1.594684, 3.132622, 0.488336], [-2.634178, 2.607897, 1.254157], [-3.621015, 3.440417, 1.760185], [-3.585286, 4.801595, 1.484738], [-2.580996, 5.331239, 0.689889], [-1.588209, 4.495030, 0.203015], [-4.659034, 5.685576, 2.033988], [-4.319150, 6.993265, 2.003318], [-5.819036, 5.580559, 1.355530], [-4.948081, 5.394621, 3.320173], [2.054104, 2.451498, 4.331293], [0.389463, 1.606423, 2.712412], [1.921087, 4.272896, -0.256513], [3.623701, 5.065254, 1.334086], [2.354831, 2.266483, -1.465321], [2.840376, 2.676878, -3.840112], [-1.332751, 3.255591, -4.599756], [-1.825926, 2.842209, -2.217543], [-2.676289, 1.537440, 1.415877], [-4.427042, 3.029642, 2.355192], [-2.571754, 6.389633, 0.464576], [-0.792871, 4.911210, -0.407255]],
  "forces_ev_per_angstrom": [[0.9, 0.8, 0.4], [0.0, 0.0, -0.2], [0.0, -0.1, 0.1], [0.0, 0.3, 0.0], [-0.1, 0.0, 0.0], [0.1, -0.1, 0.1], [0.0, 0.0, 0.1], [0.1, 0.1, -0.1], [0.0, 0.0, 0.0], [0.0, 0.4, 0.1], [-0.2, 0.0, 0.0], [-0.2, 0.0, 0.3], [0.0, 0.0, -0.1], [0.0, -0.1, 0.0], [0.0, 0.0, 0.0], [0.0, 0.0, 0.0], [0.0, -0.1, 0.0], [0.1, 0.0, 0.1], [0.2, -0.1, 0.0], [0.0, 0.0, 0.1], [0.0, 0.0, -0.1], [-0.1, 0.0, 0.0], [0.0, 0.0, 0.0], [0.0, -0.1, -0.1], [-0.2, 0.0, -0.1], [0.1, 0.0, -0.1], [0.0, 0.2, 0.0], [0.1, 0.0, -0.1], [0.0, 0.1, 0.0], [0.0, -0.1, 0.1], [-0.1, 0.0, -0.1], [0.2, 0.0, 0.0], [0.0, 0.0, -0.1], [0.0, 0.1, 0.0], [0.0, 0.0, 0.0], [0.0, 0.0, 0.0], [0.0, 0.0, 0.0], [0.0, 0.0, 0.0], [0.0, 0.0, 0.0], [0.0, 0.0, 0.0], [0.0, -0.1, 0.0], [0.1, 0.0, 0.0], [0.0, 0.0, 0.0], [0.0, 0.0, 0.0], [0.0, 0.0, 0.0], [0.0, 0.0, 0.0], [0.0, 0.0, 0.0], [0.0, 0.0, 0.0], [0.0, 0.0, 0.0], [0.0, 0.0, 0.0], [-0.1, 0.0, -0.1], [-0.1, -1.0, -0.3], [0.0, 0.0, 0.1], [0.0, 0.0, 0.0], [0.0, 0.0, 0.0], [0.0, 0.0, 0.0], [0.0, -0.1, 0.0], [0.0, 0.0, 0.0], [0.0, 0.0, 0.0], [0.0, 0.0, 0.0], [0.0, 0.0, 0.0], [0.0, 0.0, 0.0], [0.0, 0.0, 0.0], [0.0, 0.0, 0.0], [0.0, 0.0, 0.0], [-0.1, -0.1, -0.1], [0.0, 0.0, 0.1], [-0.1, 0.0, 0.0], [0.3, 0.1, 0.0], [-0.1, 0.1, 0.1], [0.0, 0.1, -0.1], [-1.0, -0.8, 0.4], [0.0, 0.0, -0.2], [0.0, 0.0, 0.1], [0.0, 0.0, 0.0], [0.0, 0.0, 0.1], [0.0, 0.0, 0.0], [0.0, 0.1, 0.0], [0.0, 0.0, 0.1], [0.0, 0.0, 0.0], [0.0, 0.0, 0.0], [0.0, 0.0, -0.1], [0.1, 0.2, 0.0], [0.0, 0.0, -0.1], [0.0, 0.0, 0.0], [0.0, -0.1, 0.0], [0.1, 0.0, -0.1], [0.0, 0.0, 0.0], [0.0, 0.0, 0.0], [0.0, 0.0, 0.0], [-0.1, 0.0, 0.0], [0.0, 0.0, 0.0], [0.0, 0.0, 0.0], [0.0, 0.0, 0.0], [0.1, 0.0, 0.0], [0.0, 0.0, 0.0], [-0.1, 0.1, -0.1], [0.0, 0.0, 0.0], [0.0, 0.0, 0.0], [0.0, 0.0, 0.0], [0.0, -0.1, 0.0], [0.0, 0.0, 0.0], [0.0, 0.0, 0.0], [0.0, 0.0, 0.0]],
  "lowdin_charge": [-0.052, 0.495, -1.192, 0.443, -0.429, -0.312, 0.090, -0.312, 0.091, -0.401, -0.384, 0.959, -0.356, -0.100, -0.096, -0.115, -0.114, -0.108, -0.360, -0.113, -0.101, -0.110, -0.086, -0.120, 0.990, -0.368, -0.128, -0.079, -0.106, -0.108, -0.127, -0.367, -0.115, -0.110, -0.118, -0.094, -0.088, 0.059, 0.070, 0.060, 0.062, 0.090, 0.099, 0.095, 0.101, 0.104, 0.097, 0.092, 0.091, 0.101, 0.046, -0.016, 0.102, 0.091, 0.089, 0.097, 0.093, 0.091, 0.088, 0.097, 0.108, 0.118, -0.580, 0.123, 0.126, -0.145, -0.010, -0.084, -0.325, -0.075, -0.024, 0.969, -0.331, -0.084, -0.011, -0.140, -0.001, -0.082, -0.579, 0.115, 0.121, 0.128, -0.339, -0.085, 0.004, -0.139, -0.019, -0.075, -0.579, 0.112, 0.135, 0.123, 0.122, 0.096, 0.101, 0.117, 0.073, 0.116, 0.121, 0.076, 0.060, 0.126, 0.111, 0.107]
}

{
  "formula": "C37H51BrN2P2RuS",
  "method": "ωB97M-V with the def2-TZVPD basis set",
  "energy_ev": -144166.7292,
  "homo_lumo_gap_ev": [6.180, 4.383],
  "charge": 4,
  "multiplicity": 5,
  "mol_weight_g_mol": 798.8,
  "s2": 6.107,
  "species": ["N", "C", "C", "C", "C", "C", "C", "Ru", "P", "C", "C", "C", "C", "C", "C", "C", "Br", "H", "H", "H", "H", "H", "H", "H", "H", "H", "H", "P", "C", "C", "H", "H", "H", "H", "H", "C", "C", "H", "H", "H", "H", "H", "C", "C", "H", "H", "H", "H", "H", "C", "C", "H", "H", "H", "H", "H", "C", "C", "H", "H", "H", "H", "H", "C", "C", "H", "H", "H", "H", "H", "N", "S", "C", "C", "C", "C", "C", "C", "C", "C", "C", "C", "C", "C", "H", "H", "H", "H", "H", "H", "H", "H", "H", "H", "H"],
  "coordinates": [[-5.154026, -1.538839, 3.569395], [-4.313443, -0.657534, 4.135065], [-3.837570, 0.463426, 3.441113], [-4.176461, 0.636302, 2.067769], [-5.145792, -0.246239, 1.541270], [-5.618743, -1.303341, 2.339966], [-3.543789, 1.600853, 1.192605], [0.907805, 1.403654, -0.964897], [2.821717, 0.653702, -1.860044], [-3.521608, 1.516229, -0.188682], [-2.469145, 2.163079, -0.985658], [-2.294286, 1.665344, -2.331928], [-1.130202, 1.869379, -3.054319], [0.010461, 2.446998, -2.426691], [-0.232371, 3.193854, -1.190579], [-1.447047, 3.008606, -0.493022], [1.414291, 3.416366, -3.723908], [-3.026139, 2.441266, 1.659923], [-4.214961, 0.862919, -0.734869], [-3.213141, 1.182502, 3.979701], [-5.559108, -0.126007, 0.535344], [-4.000777, -0.824032, 5.180631], [-6.400959, -1.971869, 1.933260], [-3.063027, 1.039836, -2.801215], [-1.538239, 3.568498, 0.439162], [-1.069134, 1.757937, -4.145723], [0.391760, 4.077786, -1.036163], [-0.113618, -1.227003, -0.922992], [3.253037, 2.256085, -0.983110], [4.145701, 3.104706, -1.872615], [3.726145, 2.000428, -0.027349], [2.275830, 2.766276, -0.722407], [4.277140, 4.091338, -1.418402], [5.137222, 2.645724, -1.997099], [3.662025, 3.251929, -2.846472], [2.536964, 0.334140, -3.644749], [3.758994, 0.352601, -4.543710], [1.784676, 1.057889, -4.000501], [2.062831, -0.657060, -3.669383], [3.422082, 0.471507, -5.581100], [4.468475, 1.163835, -4.322576], [4.248600, -0.624358, -4.463356], [4.051331, -0.486464, -1.186316], [5.438344, -0.096199, -1.679697], [3.788726, -1.516391, -1.467252], [3.933063, -0.387159, -0.089745], [6.130553, -0.907115, -1.444006], [5.453786, 0.049679, -2.766902], [5.787555, 0.810558, -1.181205], [0.725847, -2.592334, 0.023458], [2.135889, -3.069137, -0.282761], [0.020963, -3.438907, -0.009940], [0.720332, -2.203281, 1.043014], [2.267734, -4.027602, 0.248136], [2.315594, -3.239492, -1.353556], [2.902126, -2.381991, 0.110694], [0.037112, -1.980043, -2.572748], [-1.054597, -1.526235, -3.509544], [0.051485, -3.069101, -2.435610], [1.019104, -1.664543, -2.939426], [-0.719155, -1.653108, -4.540598], [-1.972343, -2.104551, -3.371940], [-1.285515, -0.465598, -3.378905], [-1.877580, -1.657731, -0.415281], [-2.133522, -2.297151, 0.948223], [-2.287585, -2.302694, -1.209985], [-2.414113, -0.696388, -0.449017], [-3.169179, -2.658230, 1.002070], [-1.490289, -3.154309, 1.189256], [-2.029922, -1.559319, 1.750565], [0.270351, 0.977148, 0.888971], [1.400779, 0.197909, 1.861034], [1.773591, 1.276361, 3.216415], [1.991478, 2.644841, 2.976614], [2.285979, 3.482459, 4.057872], [2.308186, 2.966313, 5.364235], [2.148036, 1.592020, 5.585047], [1.970618, 0.746114, 4.500544], [0.817010, -1.179994, 2.908068], [-0.459199, -1.261004, 3.472208], [-0.811450, -2.425222, 4.171040], [0.127474, -3.446298, 4.365219], [1.441149, -3.302535, 3.912840], [1.807818, -2.160105, 3.201126], [-0.662244, 1.162360, 1.319330], [1.915216, 3.047050, 1.962452], [2.488068, 4.545687, 3.872830], [2.458048, 3.623162, 6.228575], [2.159670, 1.139548, 6.582336], [1.933779, -0.328435, 4.680013], [-1.166391, -0.432934, 3.355051], [-1.828268, -2.535045, 4.541458], [-0.162168, -4.371734, 4.874149], [2.199909, -4.072239, 4.093599], [2.839745, -1.992103, 2.861003]],
  "forces_ev_per_angstrom": [[1.4, 3.5, -2.1], [0.0, -0.5, 1.6], [-0.4, -0.3, -0.8], [-1.0, -1.0, 0.4], [0.3, -0.4, 1.0], [-1.3, -1.3, -0.5], [0.2, 0.7, -1.4], [-1.1, -4.5, 2.0], [0.7, -0.3, 0.1], [0.1, 0.6, 1.5], [0.5, -1.2, -1.0], [0.2, 0.0, 0.2], [-0.3, 0.6, -0.5], [-0.1, 2.9, -1.7], [-1.0, 1.3, -1.0], [0.7, 0.2, -0.1], [-2.3, -0.5, 1.2], [0.2, -0.4, 0.0], [0.5, 0.1, 0.2], [-0.1, -0.4, -0.1], [0.0, -0.2, 0.5], [-0.3, 0.0, -0.5], [0.4, 0.3, 0.4], [0.0, 0.5, 0.2], [-0.2, -0.2, -0.2], [-0.2, -0.6, 0.5], [-0.2, -0.3, 0.4], [0.4, -1.4, -0.7], [0.4, -1.0, -1.2], [0.1, 1.1, -0.2], [-0.2, -0.2, -0.2], [0.5, 0.7, -0.1], [0.1, -0.1, -0.1], [-0.4, 0.1, 0.1], [0.6, -0.1, 0.4], [-0.2, 0.8, -0.1], [0.4, -0.2, -0.4], [0.4, -0.5, 0.3], [0.3, 0.3, 0.1], [0.1, 0.0, 0.2], [-0.3, -0.3, -0.1], [0.2, 0.4, -0.2], [-0.7, -0.5, 0.4], [0.4, 0.1, -0.1], [0.1, 0.4, 0.0], [0.3, -0.2, -0.4], [0.0, 0.1, 0.0], [0.2, 0.0, 0.4], [0.1, -0.2, -0.1], [0.2, 0.9, 0.7], [0.2, -0.1, 0.0], [0.2, 0.4, -0.3], [-0.2, -0.7, -0.1], [0.1, 0.3, -0.3], [0.0, -0.1, 0.3], [-0.4, -0.3, -0.1], [0.0, 0.3, 0.1], [-0.2, 0.0, -0.7], [0.0, 0.2, -0.1], [-0.3, -0.5, 0.1], [-0.3, -0.1, 0.0], [0.1, 0.1, -0.1], [0.0, -0.3, 0.0], [-0.2, 0.9, -0.2], [0.0, 0.0, 0.4], [0.4, 0.3, 0.1], [-0.1, -0.4, -0.2], [0.2, 0.0, -0.2], [-0.3, 0.3, -0.1], [0.0, -0.2, -0.3], [-0.4, -0.4, 2.6], [0.0, -0.2, 0.9], [0.6, 1.1, 0.5], [-0.1, -0.1, 0.2], [0.0, 0.0, -0.1], [0.0, -0.1, 0.1], [0.2, 0.3, -0.2], [-0.5, -0.3, 0.0], [0.1, -0.8, 0.2], [0.4, 0.0, -0.2], [0.5, 0.2, -0.1], [-0.3, -0.1, 0.0], [0.4, 0.4, -0.1], [-0.6, 0.5, -0.6], [1.0, -0.1, -0.3], [0.0, 0.0, 0.4], [-0.2, -0.5, 0.2], [0.0, -0.2, -0.5], [0.2, 0.4, -0.3], [-0.1, 0.6, 0.1], [0.2, -0.4, 0.0], [0.3, 0.0, 0.1], [0.1, 0.4, -0.1], [-0.4, 0.3, 0.0], [-0.5, -0.3, 0.1]],
  "lowdin_charge": [0.312, -0.020, 0.032, -0.175, 0.041, -0.003, -0.005, 0.962, 0.930, 0.006, -0.163, -0.009, -0.100, -0.664, -0.266, -0.011, 0.845, 0.131, 0.130, 0.146, 0.143, 0.167, 0.175, 0.143, 0.138, 0.141, 0.123, 1.029, -0.367, -0.136, 0.104, 0.037, 0.104, 0.088, -0.019, -0.387, -0.105, -0.010, 0.065, 0.107, 0.085, 0.095, -0.360, -0.088, 0.076, 0.081, 0.110, 0.066, 0.082, -0.385, -0.107, 0.105, 0.009, 0.109, 0.082, 0.048, -0.398, -0.121, 0.114, 0.035, 0.101, 0.089, 0.025, -0.311, -0.120, 0.101, 0.043, 0.089, 0.079, 0.034, -0.442, 1.078, -0.399, -0.087, -0.034, -0.010, -0.019, -0.067, -0.449, -0.102, -0.041, -0.010, -0.016, -0.096, 0.046, 0.092, 0.132, 0.136, 0.137, 0.105, 0.097, 0.111, 0.137, 0.140, 0.136]
}

{
  "formula": "CH4Cl2OSi",
  "method": "ωB97M-V with the def2-TZVPD basis set",
  "energy_ev": -36072.6034,
  "homo_lumo_gap_ev": 8.794,
  "mol_weight_g_mol": 131.0,
  "species": ["C", "O", "Si", "Cl", "Cl", "H", "H", "H", "H"],
  "coordinates": [[0.939805, 1.074059, 0.233438], [1.149937, 0.512120, -0.985495], [-1.634409, -2.685248, 0.652385], [-1.634299, -2.492335, -1.433939], [-2.732560, -1.137890, 1.395427], [0.351124, 1.967013, 0.180300], [1.928984, 1.333890, 0.776502], [0.582484, 0.212459, 0.758252], [1.048933, 1.215931, -1.576870]],
  "forces_ev_per_angstrom": [[2.4, -0.3, 2.5], [0.6, -1.3, -1.5], [0.6, -0.8, -0.3], [-0.2, 0.2, 0.3], [-0.4, 0.6, 0.0], [-0.8, 0.2, 0.4], [-1.2, -0.1, -0.8], [-1.0, 0.3, 1.3], [0.1, 1.1, -2.0]],
  "lowdin_charge": [-0.203, -0.093, -0.115, 0.040, 0.083, 0.078, 0.103, 0.056, 0.050]
}